Here is 2 unconnected molecules or ions with the total composition C24H24N3O6 from the Open Molecules 2025 dataset. Energies are from the ωB97M-V functional and the def2-TZVPD basis.

Properties
ΔE to the lowest compared entry with this formula, charge and spin = 2.082 eV
charge = -1
HOMO level = -4.12 eV

Last column: Mulliken charge in e.
Element x y z (Å)
C  3.25  6.32  -0.41  -0.812
O  2.06  5.84  0.26  -0.439
C  1.50  4.65  -0.06  0.804
C  0.51  4.15  0.82  -0.712
C  0.08  2.86  0.70  -0.395
C  0.58  1.99  -0.32  0.437
C  0.23  0.60  -0.41  -0.208
C  1.00  -0.27  -1.15  -0.274
C  0.32  -1.22  -2.02  0.185
O  -0.88  -1.50  -1.99  -0.593
N  1.13  -1.83  -3.00  0.022
C  0.47  -2.58  -4.02  -1.172
C  2.50  -1.59  -3.21  0.731
O  3.12  -2.08  -4.15  -0.694
N  3.12  -0.78  -2.25  0.164
C  4.56  -0.70  -2.31  -1.133
C  2.48  -0.33  -1.08  0.350
O  3.15  -0.01  -0.11  -0.649
C  1.45  2.58  -1.28  -0.345
C  1.88  3.89  -1.19  -0.523
H  3.53  7.19  0.17  0.241
H  4.05  5.57  -0.40  0.354
H  3.02  6.59  -1.45  0.308
H  0.16  4.82  1.61  0.401
H  -0.65  2.46  1.41  0.448
H  -0.69  0.22  0.13  0.700
H  1.24  -3.16  -4.53  0.383
H  -0.29  -3.22  -3.59  0.333
H  -0.01  -1.90  -4.73  0.311
H  4.89  0.23  -1.87  0.325
H  5.03  -1.54  -1.79  0.305
H  4.86  -0.73  -3.36  0.383
H  1.75  1.98  -2.15  0.357
H  2.58  4.30  -1.93  0.317
C  -1.73  -3.27  5.32  -0.361
C  -0.93  -2.36  4.61  -0.582
C  -1.22  -2.06  3.28  -0.172
C  -2.30  -2.68  2.62  0.262
C  -2.57  -2.32  1.17  -1.080
C  -3.03  -0.86  0.96  0.194
C  -4.44  -0.70  0.35  -0.411
O  -4.32  0.25  -0.69  -0.425
C  -2.97  0.55  -0.89  0.103
O  -2.66  1.24  -1.84  -0.705
N  -2.22  -0.05  0.10  0.022
C  -3.10  -3.58  3.34  -0.422
C  -2.83  -3.86  4.69  -0.491
H  -1.51  -3.50  6.37  0.337
H  -0.08  -1.88  5.10  0.368
H  -0.61  -1.36  2.71  0.442
H  -1.64  -2.44  0.59  0.114
H  -3.31  -3.01  0.75  0.536
H  -3.12  -0.36  1.95  0.186
H  -4.83  -1.65  -0.05  0.278
H  -5.13  -0.32  1.12  0.244
H  -3.94  -4.06  2.84  0.325
H  -3.47  -4.55  5.24  0.330